1.
{"formula": "C12H10", "method": "ωB97M-V/def2-TZVPD", "relative_energy_kj_mol": 329.0, "smiles": "c1ccc(-c2ccccc2)cc1", "gap_ev": 9.10, "e_homo_ha": -0.311, "energy_ev": -12602.248, "elements": ["C", "C", "C", "C", "C", "C", "C", "C", "C", "C", "C", "C", "H", "H", "H", "H", "H", "H", "H", "H", "H", "H"], "coordinates": [[-3.575, -0.007, -0.079], [-2.839, -1.181, -0.271], [-1.460, -1.254, -0.204], [-0.741, 0.036, 0.044], [-1.540, 1.132, 0.204], [-2.905, 1.139, 0.185], [0.797, -0.006, 0.019], [1.498, 1.237, -0.129], [2.868, 1.188, -0.205], [3.552, 0.017, -0.093], [2.894, -1.180, 0.209], [1.512, -1.178, 0.173], [-4.670, -0.027, 0.066], [-3.266, -1.967, -0.223], [-0.912, -2.032, -0.363], [-1.010, 2.221, 0.607], [-3.384, 1.936, 0.300], [0.910, 2.127, -0.581], [3.212, 2.125, -0.427], [4.800, -0.109, -0.161], [3.389, -2.261, 0.527], [0.867, -1.955, 0.400]], "mulliken_charge": [-0.336, -0.893, -0.861, 0.600, -0.031, -0.881, 0.728, -0.408, -0.529, -0.270, -0.399, -0.344, 0.314, 0.604, 0.553, 0.068, 0.679, 0.216, 0.454, 0.156, 0.193, 0.386]}

=====

2.
{"formula": "C14H25BClFN2O2", "method": "ωB97M-V/def2-TZVPD", "relative_energy_kj_mol": 0.0, "gap_ev": 4.68, "e_homo_ha": -0.197, "energy_ev": -37912.649, "elements": ["C", "C", "F", "C", "N", "C", "C", "C", "C", "B", "O", "N", "C", "C", "C", "C", "C", "C", "Cl", "H", "H", "H", "H", "H", "H", "H", "H", "H", "H", "H", "H", "H", "H", "H", "H", "H", "H", "H", "H", "H", "H", "C", "O", "H", "H", "H"], "coordinates": [[4.140, 2.744, 0.967], [3.574, 1.385, 0.583], [3.056, 0.787, 1.725], [2.509, 1.435, -0.537], [1.572, 0.310, -0.347], [1.972, -0.874, -0.846], [1.215, -1.981, -0.732], [0.003, -1.865, -0.083], [-0.423, -0.665, 0.453], [-1.822, -0.676, 1.212], [-2.145, 0.152, 2.287], [-2.808, -1.669, 0.772], [-4.185, -1.223, 1.039], [-2.606, -2.889, 1.601], [0.399, 0.441, 0.285], [-0.039, 1.787, 0.801], [-0.883, 2.484, -0.332], [-2.263, 2.928, 0.100], [-2.242, 4.150, 1.408], [4.397, 2.684, 2.028], [3.422, 3.562, 0.875], [5.075, 2.971, 0.454], [4.384, 0.735, 0.238], [1.994, 2.388, -0.602], [3.039, 1.284, -1.477], [2.934, -0.947, -1.336], [1.562, -2.923, -1.169], [-0.602, -2.760, -0.024], [-2.534, 0.997, 2.042], [-4.450, -0.341, 0.449], [-4.859, -2.013, 0.689], [-4.403, -1.061, 2.100], [-1.542, -3.045, 1.808], [-2.966, -3.779, 1.077], [-3.111, -2.824, 2.572], [0.822, 2.427, 0.984], [-0.575, 1.704, 1.739], [-0.296, 3.300, -0.757], [-1.037, 1.762, -1.143], [-2.752, 3.395, -0.756], [-2.915, 2.105, 0.397], [1.072, -3.287, -4.082], [0.871, -3.756, -2.835], [0.210, -2.754, -4.557], [1.905, -2.539, -4.208], [1.330, -4.047, -4.859]], "mulliken_charge": [-1.438, 0.848, -0.326, -1.722, 0.357, -0.061, -1.205, -0.142, 1.345, 0.570, -0.626, -0.296, -1.024, -1.163, -0.293, -1.402, -0.601, -0.356, -0.197, 0.355, 0.341, 0.365, 0.458, 0.355, 0.502, 0.410, 0.431, 0.538, 0.299, 0.339, 0.365, 0.334, 0.442, 0.304, 0.369, 0.371, 0.811, 0.387, 0.412, 0.459, -0.049, -0.642, -0.776, 0.196, 0.123, 0.233]}

=====

3.
{"formula": "C2H9NSi", "method": "ωB97M-V/def2-TZVPD", "relative_energy_kj_mol": 433.0, "gap_ev": [9.31, 6.41], "e_homo_ha": [-0.327, -0.228], "energy_ev": -11583.933, "elements": ["C", "C", "N", "Si", "H", "H", "H", "H", "H", "H", "H", "H", "H"], "coordinates": [[-0.027, 1.613, -0.787], [0.441, -0.679, 2.759], [-0.920, -1.187, -1.812], [0.234, -0.236, -0.953], [0.833, 2.313, -1.102], [-0.923, 2.065, -1.081], [-0.078, 1.981, 0.191], [-0.037, 0.247, 2.346], [-0.080, -1.500, 2.416], [1.522, -0.762, 2.592], [-1.862, -1.023, -1.567], [-0.789, -2.177, -1.820], [1.688, -0.655, -1.182]], "mulliken_charge": [-1.152, -0.810, -0.473, 0.163, 0.304, 0.419, 0.368, 0.187, 0.295, 0.262, 0.262, 0.240, -0.067]}

=====

4.
{"formula": "C4H10N2O2", "method": "ωB97M-V/def2-TZVPD", "relative_energy_kj_mol": 360.6, "smiles": "CN/C(O)=C(\\O)CN", "gap_ev": 8.56, "e_homo_ha": -0.290, "energy_ev": -11383.165, "elements": ["C", "C", "N", "C", "C", "N", "O", "O", "H", "H", "H", "H", "H", "H", "H", "H", "H", "H"], "coordinates": [[-2.005, 0.265, -0.508], [2.608, -0.594, -0.377], [1.581, -0.617, 0.678], [0.194, -0.690, 0.207], [-0.545, 0.350, -0.183], [-2.901, 0.887, 0.476], [-0.118, -1.942, 0.546], [0.062, 1.616, -0.177], [1.016, -1.945, 0.942], [-0.266, 2.109, -0.939], [1.702, 0.172, 1.308], [-2.602, 1.840, 0.661], [-2.835, 0.385, 1.355], [-2.196, 0.751, -1.474], [-2.278, -0.785, -0.607], [3.593, -0.674, 0.082], [2.548, 0.324, -0.965], [2.443, -1.452, -1.027]], "mulliken_charge": [-0.936, -0.769, -0.303, 0.349, 0.242, -0.594, -0.696, -0.556, 0.524, 0.332, 0.286, 0.246, 0.272, 0.394, 0.330, 0.316, 0.278, 0.286]}